{
  "formula": "C34H29N5Pd",
  "method": "wB97M-V/def2-TZVPD",
  "species": ["Pd", "C", "C", "C", "C", "C", "N", "C", "C", "C", "C", "C", "C", "C", "N", "C", "C", "C", "N", "C", "C", "N", "C", "C", "C", "N", "H", "H", "H", "H", "H", "H", "H", "H", "H", "H", "H", "H", "H", "H", "H", "H", "H", "H", "C", "C", "C", "C", "C", "C", "C", "C", "C", "C", "C", "C", "C", "C", "H", "H", "H", "H", "H", "H", "H", "H", "H", "H", "H"],
  "coordinates": [[-0.33681, 0.18523, 0.29624], [-4.37190, 5.25955, -2.48656], [-3.23010, 4.49853, -1.86285], [-1.93510, 5.01559, -1.85880], [-0.89526, 4.35268, -1.24902], [-1.07078, 3.11991, -0.56278], [-0.06536, 2.44572, 0.00650], [1.04102, 3.02792, 0.50054], [0.99761, 4.28452, 1.15515], [2.10759, 4.88428, 1.70417], [3.35321, 4.26233, 1.64204], [4.58936, 4.90284, 2.22312], [3.41981, 3.01063, 1.04906], [2.31297, 2.36372, 0.50719], [2.48025, 1.05960, 0.00110], [3.54840, 0.23811, 0.23594], [3.36998, -0.88883, -0.52919], [2.15542, -0.69046, -1.19439], [1.61302, 0.48028, -0.86112], [-2.39492, 2.57881, -0.62338], [-3.42519, 3.27119, -1.24109], [-2.69004, 1.33203, -0.02437], [-3.67106, 0.47982, -0.43087], [-3.88507, -0.41307, 0.59057], [-2.98851, -0.02590, 1.59803], [-2.25967, 1.02125, 1.21935], [-4.01295, 6.20057, -2.90556], [-5.14698, 5.49656, -1.75168], [-4.84945, 4.69563, -3.29297], [-1.74536, 5.96506, -2.35274], [0.10388, 4.76706, -1.28780], [0.03338, 4.77131, 1.22418], [2.00713, 5.84760, 2.19602], [4.36870, 5.89871, 2.61074], [5.37557, 5.00113, 1.46915], [4.99132, 4.30170, 3.04400], [4.38940, 2.52894, 1.00280], [4.31337, 0.45302, 0.95896], [4.01735, -1.74691, -0.57667], [1.64006, -1.34859, -1.87260], [-4.42200, 2.84338, -1.21548], [-4.07974, 0.52495, -1.42442], [-4.55365, -1.25623, 0.58322], [-2.82479, -0.48247, 2.55980], [1.18271, -5.73000, -3.06364], [0.25541, -4.96512, -3.76348], [-0.39402, -3.91498, -3.14566], [-0.14808, -3.56458, -1.80128], [0.80032, -4.34942, -1.11537], [1.44188, -5.40450, -1.73553], [-0.86706, -2.44826, -1.21759], [-0.82927, -1.95642, 0.04858], [-0.30506, -2.43069, 1.26992], [0.49395, -1.53492, 2.04844], [0.96378, -1.88101, 3.29028], [0.60942, -3.10286, 3.88268], [-0.22854, -3.95846, 3.17377], [-0.67149, -3.65194, 1.90166], [1.69362, -6.55504, -3.54807], [0.04405, -5.19043, -4.80500], [-1.11904, -3.33351, -3.70624], [1.03151, -4.11176, -0.08630], [2.16503, -5.99091, -1.17703], [-1.52524, -1.95198, -1.93626], [0.66658, -0.51058, 1.62666], [1.58224, -1.18123, 3.84565], [0.95201, -3.36329, 4.87879], [-0.53572, -4.89748, 3.62982], [-1.31921, -4.33897, 1.36624]],
  "multiplicity": 1,
  "charge": -2,
  "fmax_ev_per_a": 1.3,
  "lumo_energy_ev": 4.656,
  "e_homo_ev": 1.174
}

=====

{
  "formula": "C3H7NS",
  "method": "wB97M-V/def2-TZVPD",
  "species": ["C", "C", "C", "N", "S", "H", "H", "H", "H", "H", "H", "H"],
  "coordinates": [[1.26601, 0.74061, 0.55860], [0.01281, 0.27500, -0.01394], [0.08528, -1.25519, -0.18833], [-1.01856, 0.96550, -0.13958], [-2.46217, 0.19333, -0.48464], [1.33298, 1.87219, 0.50337], [1.38264, 0.33463, 1.59229], [2.09034, 0.42946, -0.06003], [-0.54519, -1.70352, 0.51125], [-0.37128, -1.54284, -1.13386], [1.06754, -1.62710, -0.05752], [-2.84038, 1.31793, -1.08760]],
  "multiplicity": 1,
  "smiles": "CC(C)=NS",
  "fmax_ev_per_a": 3.3,
  "lumo_energy_ev": 0.992,
  "e_homo_ev": -8.568
}

=====

{
  "formula": "C10H8Cl3N5O4STe4Ti",
  "method": "wB97M-V/def2-TZVPD",
  "species": ["Ti", "O", "C", "O", "C", "C", "C", "C", "C", "N", "C", "O", "O", "H", "H", "H", "N", "N", "C", "N", "S", "H", "H", "H", "H", "H", "Te", "Te", "Te", "Te", "Cl", "C", "Cl", "Cl", "C", "N"],
  "coordinates": [[0.02642, -0.37049, -0.70460], [-3.16631, -1.45895, 1.87474], [-2.20516, -0.95715, 1.31522], [-1.29203, -1.54872, 0.62185], [-1.91859, 0.52863, 1.46230], [-2.65642, 1.48444, 2.12930], [-2.10368, 2.75691, 2.27394], [-0.82097, 3.03007, 1.81999], [-0.16956, 2.01721, 1.13822], [-0.73757, 0.83513, 0.94862], [1.26667, 1.99095, 0.66926], [2.10497, 2.72101, 1.15478], [1.47322, 1.02516, -0.17825], [-3.62547, 1.22136, 2.52930], [-2.67372, 3.53577, 2.76580], [-0.34304, 3.99549, 1.91058], [1.24736, -1.36707, 1.12898], [2.34206, -2.20189, 0.90354], [2.88680, -2.21676, -0.33934], [4.07311, -2.90375, -0.41468], [2.20699, -1.49349, -1.65383], [1.52536, -0.51275, 1.59833], [0.48681, -1.86052, 1.58519], [2.95019, -2.39242, 1.68613], [4.16993, -3.69902, 0.19840], [4.37392, -3.07423, -1.36070], [-1.12233, 3.28532, -2.00929], [0.02173, 5.54458, -1.09979], [0.03697, 1.16192, -5.52393], [0.77892, 1.51773, -2.97191], [-3.52375, -1.67243, -2.70925], [-0.76077, -2.00829, -2.05941], [-0.11964, -2.12258, -3.70668], [-1.01412, -3.66643, -1.43948], [-1.94181, -1.12058, -2.03037], [-1.77645, -0.00417, -1.51295]],
  "multiplicity": 1,
  "charge": -2,
  "fmax_ev_per_a": 0.3,
  "lumo_energy_ev": 3.433,
  "e_homo_ev": -0.645
}

=====

{
  "formula": "C37H38ClF3N6O4PY",
  "method": "wB97M-V/def2-TZVPD",
  "species": ["Y", "C", "C", "C", "C", "C", "C", "C", "N", "N", "C", "C", "C", "C", "C", "C", "N", "C", "C", "C", "C", "C", "C", "N", "H", "H", "H", "H", "H", "H", "H", "H", "H", "H", "H", "H", "H", "H", "H", "H", "H", "H", "H", "H", "Cl", "C", "C", "C", "C", "O", "C", "C", "O", "C", "H", "H", "H", "H", "F", "C", "F", "F", "C", "C", "C", "C", "C", "C", "C", "C", "H", "H", "H", "H", "N", "C", "P", "O", "O", "C", "N", "H", "H", "H", "H", "H", "H", "H", "H", "H", "H"],
  "coordinates": [[-1.26273, 0.43605, -0.66628], [-3.35799, -2.02751, -1.33686], [-4.37107, -1.41895, -0.36018], [-3.87534, -1.01755, 1.00532], [-4.45863, -1.55753, 2.14038], [-4.05207, -1.12837, 3.39408], [-3.07645, -0.15149, 3.48042], [-2.53685, 0.33420, 2.30589], [-2.90593, -0.09269, 1.09080], [-2.66540, -1.07348, -2.25885], [-1.78212, -1.87862, -3.13601], [-0.29505, -1.74841, -2.89414], [0.55527, -2.76093, -3.48570], [1.87922, -2.57757, -3.47036], [2.49438, -1.45703, -2.76524], [1.53723, -0.42409, -2.15941], [0.14240, -0.69752, -2.30533], [-3.64872, -0.29861, -3.05053], [-3.98986, 1.06761, -2.49242], [-5.08783, 1.76232, -2.97878], [-5.31833, 3.05077, -2.52973], [-4.44840, 3.61536, -1.60512], [-3.39047, 2.85419, -1.15806], [-3.16721, 1.60332, -1.58912], [-3.89973, -2.74746, -1.96048], [-2.58449, -2.56921, -0.79023], [-5.15155, -2.16544, -0.21601], [-4.87543, -0.56179, -0.81298], [-5.23561, -2.30260, 2.03794], [-4.50125, -1.54434, 4.28607], [-2.73811, 0.23480, 4.43103], [-1.77120, 1.10126, 2.32803], [-1.92355, -1.58409, -4.17929], [-2.06011, -2.93542, -3.09537], [0.10251, -3.58684, -4.01721], [2.53489, -3.24289, -4.01805], [3.44578, -1.11848, -3.15225], [1.85200, 1.35537, -1.01913], [-4.56910, -0.87429, -3.19609], [-3.23471, -0.12983, -4.04564], [-5.74467, 1.30043, -3.70415], [-6.16582, 3.61255, -2.89905], [-4.58967, 4.62078, -1.23655], [-2.68480, 3.24617, -0.43204], [5.86066, 1.57510, -2.76123], [4.34410, 1.06572, -2.10760], [4.44951, 0.18660, -0.94481], [3.60309, -0.78541, -0.59130], [2.37408, -1.29979, -1.25280], [1.76334, -2.33925, -0.54663], [1.87535, 1.09916, -2.09213], [0.79181, 1.95665, -2.68648], [-0.35456, 1.93502, -2.28304], [3.20501, 1.46010, -2.67011], [5.35108, 0.30042, -0.35575], [3.89203, -1.38802, 0.26122], [1.05869, 2.65255, -3.49484], [3.23595, 2.07517, -3.56198], [5.56834, 4.08896, 5.43074], [5.75603, 3.90039, 4.12061], [6.26663, 5.03000, 3.61182], [6.69200, 2.94465, 3.97748], [4.48314, 3.50934, 3.41366], [3.29816, 3.35122, 4.11281], [2.14846, 2.97297, 3.43647], [2.17937, 2.75396, 2.05938], [3.38072, 2.92911, 1.36446], [4.52583, 3.30532, 2.03927], [1.00066, 2.30945, 1.36693], [0.02385, 1.89453, 0.75795], [3.27287, 3.52594, 5.17905], [1.21611, 2.86151, 3.97504], [3.40623, 2.77601, 0.29237], [5.45509, 3.44590, 1.50218], [0.94339, -0.60474, 2.97204], [1.69304, -1.32175, 1.94707], [0.69571, -2.24666, 0.71695], [-0.76302, -2.52104, 2.50325], [-0.47295, -1.44325, 0.18350], [0.71750, -4.09778, 0.75053], [0.05666, -4.85894, 1.78920], [1.54517, -0.41342, 3.76427], [-0.36816, -1.81089, 3.06096], [0.64596, 0.29279, 2.59536], [2.36150, -2.05175, 2.41264], [2.31381, -0.64625, 1.35307], [1.78838, -4.30313, 0.77625], [0.40038, -4.35278, -0.26717], [-0.52543, -3.39351, 2.86604], [0.59029, -5.68397, 2.02679], [-0.86929, -5.15842, 1.51322]],
  "multiplicity": 1,
  "charge": 2,
  "fmax_ev_per_a": 0.3,
  "lumo_energy_ev": -5.288,
  "e_homo_ev": -13.082
}

=====

| no. | frontier orbital gap (eV) | molecular weight (g/mol) | calculated total energy (Ha) |
| --- | --- | --- | --- |
| 1 | 3.5 | 614.061 | -1714.5398 |
| 2 | 9.6 | 89.163 | -571.4058 |
| 3 | 4.1 | 958.898 | -4661.1372 |
| 4 | 7.8 | 843.076 | -3201.3781 |